1.
Formula: C3H5F2P
Source: the OMol25 dataset
Level of theory: wB97M-V/def2-TZVPD

Geometry (Å):
C1 2.413 0.091 -0.514
C2 -0.803 -0.249 0.464
C3 -0.328 -0.594 -0.881
F1 3.022 0.706 -1.512
F2 -0.189 -1.889 -1.170
P1 2.775 -0.250 1.053
H1 -0.794 0.827 0.599
H2 -1.823 -0.620 0.618
H3 -0.170 -0.716 1.222
H4 -0.453 0.017 -1.760
H5 4.088 0.266 1.112

Properties
expectation value of S²	2.03
multiplicity	3

=====

2.
Formula: C3H5F3N3
Source: the OMol25 dataset
Level of theory: wB97M-V/def2-TZVPD

Geometry (Å):
N1 2.121 0.516 0.785
C1 1.670 0.375 -0.476
N2 0.577 -0.332 -0.707
C2 -0.231 -0.811 0.446
N3 -1.436 -0.778 0.628
C3 -2.343 0.017 -0.121
F1 -2.594 -0.501 -1.369
F2 -3.505 0.085 0.561
F3 -1.859 1.310 -0.211
H1 1.528 0.081 1.521
H2 2.945 1.100 0.930
H3 2.329 0.751 -1.277
H4 0.448 -0.317 -1.738
H5 0.350 -1.496 1.029

Properties
net charge	+1
SMILES	[NH2+]=CN/C=N\C(F)(F)F

=====

3.
Formula: C3H5F3O3S
Source: the OMol25 dataset
Level of theory: wB97M-V/def2-TZVPD

Geometry (Å):
C1 0.262 -0.153 -1.540
C2 0.725 1.140 -1.220
O1 -0.072 2.048 -0.494
S1 2.072 0.826 0.389
O2 2.936 1.984 0.598
O3 1.234 0.317 1.438
C3 3.227 -0.588 0.039
F1 2.728 -1.250 -1.078
F2 4.473 -0.187 -0.273
F3 3.371 -1.503 1.037
H1 0.270 -0.738 -0.520
H2 -0.867 -0.206 -1.861
H3 0.642 -0.692 -2.310
H4 1.421 1.744 -1.839
H5 -0.466 1.521 0.237

Properties
SMILES	C[C@@H](O)S(=O)(=O)C(F)(F)F

=====

4.
Formula: C3H5F3Se
Source: the OMol25 dataset
Level of theory: wB97M-V/def2-TZVPD

Geometry (Å):
C1 -0.589 0.800 -1.607
C2 0.973 0.052 0.808
C3 0.060 -1.087 0.859
F1 -1.344 -0.974 0.809
F2 0.350 -2.003 -0.111
F3 0.272 -1.806 1.968
Se1 1.287 0.769 -0.860
H1 -0.348 1.467 -2.325
H2 -0.836 -0.157 -1.870
H3 -1.057 1.222 -0.693
H4 -0.365 1.372 1.414
H5 1.597 0.343 1.606

=====

5.
Formula: C3H5F6MnNO4S2
Source: the OMol25 dataset
Level of theory: wB97M-V/def2-TZVPD

Geometry (Å):
Mn1 0.383 -0.262 1.485
C1 -0.116 0.022 -2.957
H1 -0.091 -0.106 -1.908
H2 -0.384 1.077 -3.176
H3 -1.011 -0.499 -3.366
H4 0.761 -0.286 -3.501
H5 1.697 -0.960 0.842
F1 -1.948 -3.469 2.681
C2 -1.371 -2.278 2.840
F2 -1.116 -2.085 4.130
F3 -0.101 -2.412 2.247
S1 -2.297 -0.927 2.018
O1 -2.168 -1.107 0.594
O2 -3.557 -0.737 2.652
N1 -1.198 0.213 2.595
S2 -1.398 1.723 1.917
O3 -0.559 1.794 0.726
O4 -2.745 2.192 1.895
C3 -0.459 2.515 3.282
F4 -0.986 2.295 4.494
F5 0.802 1.997 3.277
F6 -0.349 3.857 3.117

Properties
expectation value of S²	8.76
multiplicity	6

=====

6.
Formula: C3H5FN
Source: the OMol25 dataset
Level of theory: wB97M-V/def2-TZVPD

Geometry (Å):
C1 -0.474 -1.445 0.121
C2 -2.228 0.725 -0.360
C3 0.844 -0.802 -0.066
N1 0.625 0.574 0.312
F1 -3.195 0.250 -0.950
H1 1.370 -1.011 -1.024
H2 1.516 -1.201 0.803
H3 0.809 0.826 1.270
H4 -0.424 0.761 0.110
H5 1.157 1.323 -0.215

Properties
net charge	+1

=====

7.
Formula: C3H5FN2
Source: the OMol25 dataset
Level of theory: wB97M-V/def2-TZVPD

Geometry (Å):
H1 1.799 -1.874 -0.223
N1 0.996 -1.277 -0.022
C1 1.324 -0.062 0.151
N2 0.389 0.860 -0.174
C2 -0.945 0.858 0.055
C3 -1.443 -0.310 -0.110
F1 -2.812 -0.552 0.082
H2 2.357 0.201 0.201
H3 0.899 1.659 0.372
H4 -1.533 1.842 -0.219
H5 -1.032 -1.345 -0.114

Properties
SMILES	[H]/N=C/N/C=C/F

=====

8.
Formula: C3H5FN2
Source: the OMol25 dataset
Level of theory: wB97M-V/def2-TZVPD

Geometry (Å):
C1 -0.098 -0.955 1.104
C2 0.220 0.993 -0.694
C3 -0.305 -0.382 -0.749
N1 0.626 0.252 1.453
N2 0.772 1.149 0.720
F1 -1.507 -0.493 -1.267
H1 -1.064 -0.750 1.586
H2 0.314 -1.912 1.218
H3 1.046 1.241 -1.367
H4 -0.491 1.821 -0.650
H5 0.487 -0.964 -1.355

=====

9.
Formula: C3H5FN2
Source: the OMol25 dataset
Level of theory: wB97M-V/def2-TZVPD

Geometry (Å):
F1 1.318 3.063 1.158
N1 1.215 1.724 0.635
C1 0.213 1.114 1.099
C2 -0.092 -0.228 0.564
C3 -0.137 -0.183 -0.966
N2 0.806 -0.993 -0.228
H1 -0.565 1.303 1.876
H2 -0.830 -0.712 1.037
H3 -0.759 -0.862 -1.557
H4 0.002 0.750 -1.422
H5 1.653 -0.461 -0.344

Properties
SMILES	F/N=C/[C@H]1CN1

=====

10.
Formula: C3H5FN2
Source: the OMol25 dataset
Level of theory: wB97M-V/def2-TZVPD

Geometry (Å):
C1 -0.542 -0.447 2.167
C2 0.311 -0.315 1.144
F1 1.638 -0.576 1.207
C3 -0.118 0.076 -0.227
N1 0.775 0.152 -1.162
N2 0.372 0.331 -2.406
H1 -1.590 -0.195 2.046
H2 -0.203 -0.666 3.178
H3 -1.174 0.268 -0.377
H4 -0.565 0.643 -2.593
H5 1.096 0.731 -2.977

Properties
SMILES	C=C(F)/C=N/N

=====

11.
Formula: C3H5FN2
Source: the OMol25 dataset
Level of theory: wB97M-V/def2-TZVPD

Geometry (Å):
C1 2.534 -0.015 -0.150
N1 1.472 -0.725 -0.197
N2 0.320 0.090 -0.430
C2 -0.670 -0.386 0.163
C3 -1.975 0.364 0.057
F1 -2.869 -0.574 -0.428
H1 3.505 -0.478 -0.021
H2 2.506 1.048 -0.280
H3 -0.621 -1.238 0.867
H4 -2.318 0.673 1.034
H5 -1.883 1.241 -0.615

Properties
SMILES	C=N/N=C/CF

=====

12.
Formula: C3H5FN2O2
Source: the OMol25 dataset
Level of theory: wB97M-V/def2-TZVPD

Geometry (Å):
N1 0.671 -0.882 1.626
C1 0.691 -1.251 0.337
O1 0.949 -2.371 -0.033
N2 0.443 -0.334 -0.687
O2 0.092 -0.918 -2.120
C2 -0.141 0.904 -0.593
C3 -0.613 1.750 0.231
F1 -1.485 2.758 -0.211
H1 -0.245 -0.797 2.156
H2 0.923 0.123 1.604
H3 0.135 -1.951 -2.129
H4 -0.641 1.382 -1.562
H5 -0.780 1.588 1.380

Properties
SMILES	NC(=O)N(O)/C=C/F

=====

Number 1: energy -658.174935 Eh, maximum force 1.73 eV Å⁻¹. Number 2: energy -580.905728 Eh, maximum force 3.06 eV Å⁻¹. Number 3: energy -1040.735405 Eh, maximum force 6.59 eV Å⁻¹. Number 4: energy -2818.180229 Eh, maximum force 5.23 eV Å⁻¹. Number 5: energy -3019.492245 Eh, maximum force 3.04 eV Å⁻¹. Number 6: energy -271.302258 Eh, maximum force 4.67 eV Å⁻¹. Number 7: energy -326.578259 Eh, maximum force 8.95 eV Å⁻¹. Number 8: energy -326.567218 Eh, maximum force 6.58 eV Å⁻¹. Number 9: energy -326.541451 Eh, maximum force 3.77 eV Å⁻¹. Number 10: energy -326.620865 Eh, maximum force 2.39 eV Å⁻¹. Number 11: energy -326.613451 Eh, maximum force 1.86 eV Å⁻¹. Number 12: energy -477.014704 Eh, maximum force 6.63 eV Å⁻¹.